[1]
Below is C3H5B as an isolated structure, with properties calculated with ωB97M-V/def2-TZVPD.

```
9
Properties=species:S:1:pos:R:3
B 1.27 0.01 -0.23
C -1.05 0.65 0.11
C -1.17 -0.56 -0.34
C -0.01 -0.24 0.57
H 2.32 0.00 0.46
H 1.44 0.51 -1.64
H -1.38 1.63 0.40
H -1.55 -1.29 -0.94
H 0.12 -0.70 1.60
```

- Relative energy (zero: lowest compared OMol25 entry of this formula, charge and spin): 59.7 kcal/mol
- Highest occupied orbital energy: -9.1 eV


[2]
Below is C6H19NTa as an isolated structure, with properties calculated with ωB97M-V/def2-TZVPD.

```
27
Properties=species:S:1:pos:R:3
C 0.18 -0.10 -3.00
C 0.07 1.37 -2.61
C 0.09 1.70 -1.12
C -0.81 0.82 -0.23
C -1.74 1.71 0.60
Ta 0.19 -0.70 1.18
C 1.61 -2.04 2.34
N 0.65 -2.93 3.03
H -0.52 -0.38 -3.77
H 1.18 -0.33 -3.37
H 0.01 -0.75 -2.14
H 0.88 1.92 -3.08
H -0.85 1.79 -3.03
H -0.24 2.74 -1.04
H 1.12 1.69 -0.77
H -1.44 0.23 -0.90
H -2.57 2.10 0.01
H -2.16 1.21 1.47
H -1.19 2.57 0.98
H 1.24 0.76 1.67
H 1.43 -0.89 -0.19
H -0.91 -2.10 0.58
H -0.79 -0.34 2.74
H 2.21 -1.52 3.08
H 2.29 -2.64 1.74
H -0.08 -2.38 3.48
H 0.16 -3.49 2.34
```

- Charge: -1
- Highest occupied orbital energy: -3.9 eV


[3]
Below is C19H36N4O2S2SbSi3W as an isolated structure, with properties calculated with ωB97M-V/def2-TZVPD.

```
68
Properties=species:S:1:pos:R:3
W -1.21 0.18 0.25
N -1.33 -3.10 7.84
C -1.24 -2.58 6.62
C -1.15 -3.42 5.48
C -1.04 -2.90 4.23
C -1.04 -1.49 4.08
C -1.13 -0.63 5.19
C -1.23 -1.17 6.44
S -0.86 -0.84 2.56
O -1.59 -1.59 1.46
O 0.48 -0.63 1.96
N -1.39 0.68 2.38
C -2.62 0.96 1.77
N -2.23 1.84 0.69
C -3.35 2.45 0.08
C -4.45 1.71 -0.05
C -4.27 0.29 0.37
N -3.62 0.18 1.68
H -1.36 -4.10 7.98
H -1.41 -2.52 8.65
H -1.17 -4.50 5.61
H -0.99 -3.55 3.36
H -1.13 0.45 5.06
H -1.31 -0.52 7.30
H -3.24 3.49 -0.22
H -5.38 2.07 -0.46
H -5.15 -0.34 0.37
C 2.61 -2.89 -1.50
Si 2.09 -1.81 -2.89
C 3.43 -0.81 -3.67
C 0.81 -2.52 -4.02
Sb 0.47 0.08 -1.62
Si 2.75 1.90 0.26
C 3.47 0.47 1.13
C 3.57 2.60 -1.22
C 1.49 2.90 1.11
Si -0.64 1.44 -3.76
C -1.73 0.11 -4.44
C 0.92 1.85 -4.69
C -1.50 2.87 -2.96
H 3.09 -3.77 -1.93
H 1.77 -3.23 -0.90
H 3.34 -2.40 -0.85
H 4.23 -1.51 -3.94
H 3.86 -0.08 -2.99
H 3.11 -0.31 -4.59
H 1.15 -3.54 -4.25
H 0.75 -1.98 -4.96
H -0.18 -2.61 -3.57
H 4.24 -0.04 0.55
H 2.71 -0.24 1.46
H 3.94 0.86 2.04
H 4.45 2.03 -1.52
H 3.89 3.62 -0.96
H 2.89 2.71 -2.06
H 0.77 2.26 1.62
H 0.96 3.58 0.43
H 1.99 3.51 1.87
H -1.22 -0.47 -5.21
H -2.61 0.56 -4.89
H -2.09 -0.57 -3.67
H 1.11 1.13 -5.48
H 1.79 1.91 -4.04
H 0.81 2.84 -5.16
H -2.19 2.51 -2.20
H -2.09 3.39 -3.72
H -0.80 3.58 -2.53
S -3.00 -0.39 -0.93
```

- Charge: +3
- Relative energy (zero: lowest compared OMol25 entry of this formula, charge and spin): 0.0 kcal/mol
- Highest occupied orbital energy (alpha / beta): -15.7 / -15.7 eV


[4]
Below is C16H19BN6SeSn as an isolated structure, with properties calculated with ωB97M-V/def2-TZVPD.

```
44
Properties=species:S:1:pos:R:3
C -2.94 -0.99 -0.59
N -1.87 -0.16 -0.42
N -1.83 0.69 -1.52
C -2.88 0.40 -2.32
C -3.62 -0.64 -1.77
B -0.88 1.93 -1.65
N -0.51 2.34 -0.19
N 0.04 1.49 0.77
C 0.39 2.28 1.81
C -0.10 3.58 1.63
C -0.67 3.58 0.34
Sn -0.70 -0.70 1.75
N 0.35 1.79 -2.63
N 1.60 1.23 -2.25
C 2.35 1.23 -3.34
C 1.68 1.84 -4.44
C 0.43 2.20 -3.93
H 3.36 0.83 -3.37
H -0.40 2.69 -4.42
H 2.05 1.98 -5.45
H -1.55 2.83 -2.13
H -1.17 4.36 -0.21
H -3.06 1.04 -3.18
H -0.02 4.39 2.33
H -4.52 -1.12 -2.14
H 1.01 1.87 2.60
H -3.15 -1.77 0.14
H 1.68 -0.66 2.23
C 1.13 -0.73 3.19
H 1.48 0.14 3.74
H -0.03 -0.67 3.41
H 1.46 -1.66 3.66
Se 1.05 -1.57 -0.05
C 0.88 -3.23 0.84
C 2.10 -3.78 1.30
C 2.10 -4.63 2.41
C 0.85 -5.01 2.97
C -0.36 -4.66 2.34
C -0.34 -3.84 1.22
H 3.03 -3.51 0.77
H 3.04 -5.02 2.81
H 0.85 -5.60 3.88
H -1.31 -5.05 2.73
H -1.22 -3.67 0.60
```

- Charge: +4
- Highest occupied orbital energy (alpha / beta): -20.6 / -20.6 eV


[5]
Below is C23H39N3P as an isolated structure, with properties calculated with ωB97M-V/def2-TZVPD.

```
66
Properties=species:S:1:pos:R:3
C -4.81 -2.73 2.44
C -5.53 -2.32 1.15
C -4.46 -1.76 0.20
N -3.19 -1.75 0.97
C -2.03 -1.64 0.27
C -0.75 -1.70 0.84
C 0.52 -1.65 0.12
C 1.60 -2.38 0.86
C 2.36 -3.41 0.28
C 3.27 -4.16 1.04
C 3.45 -3.87 2.40
C 2.73 -2.83 3.00
C 1.80 -2.08 2.23
C -3.31 -2.49 2.24
H -5.18 -2.16 3.30
H -4.99 -3.79 2.64
H -6.01 -3.17 0.68
H -6.29 -1.55 1.34
H -4.37 -2.42 -0.69
H -4.70 -0.75 -0.17
H -2.15 -1.40 -0.80
H -0.72 -1.78 1.92
H 0.48 -1.89 -0.96
H 2.24 -3.65 -0.79
H 3.82 -5.00 0.58
H 4.10 -4.51 3.03
H 2.86 -2.59 4.07
H 1.26 -1.27 2.70
H -2.87 -1.93 3.08
H -2.77 -3.46 2.18
C 2.75 2.21 -4.21
C 2.77 1.48 -2.89
C 2.71 -0.02 -3.15
C 4.00 1.96 -2.10
N 1.58 1.84 -2.10
C 0.40 2.42 -2.69
C -0.57 2.74 -1.58
N 0.16 2.59 -0.33
C -0.50 2.75 0.98
C -1.58 3.80 0.87
C 0.62 3.15 1.95
C -1.18 1.44 1.34
P 1.33 1.40 -0.52
H 0.53 -0.14 -0.21
H 2.78 3.30 -4.09
H 3.64 1.92 -4.78
H 1.89 1.95 -4.83
H 2.78 -0.62 -2.24
H 1.76 -0.25 -3.66
H 3.53 -0.32 -3.81
H 4.15 1.41 -1.16
H 4.91 1.85 -2.71
H 3.87 3.03 -1.85
H 0.68 3.34 -3.21
H -0.01 1.72 -3.42
H -0.89 3.78 -1.66
H -1.44 2.07 -1.59
H -2.39 3.48 0.21
H -2.02 3.94 1.86
H -1.20 4.77 0.52
H 1.35 2.34 2.10
H 1.17 4.02 1.55
H 0.21 3.41 2.94
H -0.49 0.61 1.50
H -1.75 1.55 2.28
H -1.89 1.17 0.55
```

- Charge: +1
- Relative energy (zero: lowest compared OMol25 entry of this formula, charge and spin): 7.2 kcal/mol
- Highest occupied orbital energy: -10.3 eV


[6]
Below is a 2-piece molecular cluster, CH6N3O overall, with properties calculated with ωB97M-V/def2-TZVPD.

```
11
Properties=species:S:1:pos:R:3
C -0.41 0.46 0.05
N 2.06 -2.18 -0.35
N 0.05 1.70 -0.21
N -1.77 0.38 0.30
O 0.27 -0.51 0.33
H 2.12 -2.38 -1.37
H 1.09 1.81 -0.20
H -0.58 2.48 -0.33
H -1.84 -0.60 0.59
H -2.63 0.78 0.12
H 2.76 -2.56 0.29
```

- Charge: +1
- Relative energy (zero: lowest compared OMol25 entry of this formula, charge and spin): 97.9 kcal/mol
- Highest occupied orbital energy (alpha / beta): -15.6 / -15.4 eV


[7]
Below is one molecule with the formula CH2N2P2, with properties calculated with ωB97M-V/def2-TZVPD.

```
7
Properties=species:S:1:pos:R:3
C -0.31 0.95 0.43
N -0.98 1.94 0.32
N -3.25 0.95 -0.20
P -2.87 -0.48 -0.10
P -0.68 -0.92 0.57
H 0.88 0.96 0.69
H -0.45 -1.54 -0.80
```

- Relative energy (zero: lowest compared OMol25 entry of this formula, charge and spin): 39.3 kcal/mol
- Highest occupied orbital energy (alpha / beta): -8.3 / -10.7 eV
- ⟨S²⟩: 2.040
- Spin multiplicity: 3


[8]
Below is a 14-piece molecular cluster, C51H133N5O18 overall, with properties calculated with ωB97M-V/def2-TZVPD.

```
207
Properties=species:S:1:pos:R:3
C 4.07 2.01 4.78
C 3.73 2.69 3.50
O 3.92 4.06 3.50
H 4.00 0.92 4.69
H 3.33 2.32 5.51
H 5.02 2.36 5.19
H 2.68 2.54 3.25
H 4.25 2.23 2.66
H 3.49 4.37 2.70
C -4.84 -1.04 -1.33
C -5.81 -2.08 -1.71
O -5.51 -3.25 -0.92
H -5.17 -0.15 -1.88
H -3.83 -1.34 -1.60
H -4.94 -0.84 -0.27
H -5.65 -2.38 -2.75
H -6.83 -1.71 -1.63
H -6.09 -3.96 -1.20
C 1.00 -4.85 -0.49
C 2.15 -4.44 -1.42
O 2.09 -3.00 -1.34
H 0.93 -4.39 0.49
H 1.15 -5.91 -0.27
H 0.03 -4.69 -0.97
H 1.90 -4.86 -2.39
H 3.17 -4.73 -1.16
H 2.83 -2.65 -1.83
C -0.04 5.78 3.77
C -0.10 5.03 2.46
O -1.33 4.41 2.40
H -0.75 6.62 3.70
H 0.97 6.08 4.02
H -0.41 5.19 4.60
H 0.74 4.35 2.34
H -0.10 5.72 1.63
H -1.40 3.93 1.57
C -0.07 0.67 1.10
C 0.18 -0.40 -0.02
O 1.58 -0.49 -0.27
H 0.26 1.64 0.72
H 0.36 0.45 2.08
H -1.12 0.79 1.35
H -0.30 -0.17 -0.97
H -0.23 -1.37 0.27
H 1.82 -1.31 -0.71
C -3.94 1.96 -0.20
C -3.07 2.89 -1.06
O -1.83 3.17 -0.53
H -4.29 2.32 0.76
H -3.43 1.04 0.06
H -4.87 1.83 -0.77
H -3.54 3.85 -1.28
H -2.90 2.46 -2.05
H -1.37 3.58 -1.26
C 3.29 7.17 1.68
C 3.26 6.29 0.45
O 2.81 5.02 0.87
H 3.63 8.18 1.47
H 3.84 6.77 2.53
H 2.29 7.32 2.10
H 4.22 6.18 -0.06
H 2.51 6.74 -0.20
H 2.65 4.55 0.05
C 5.26 -2.24 -1.19
C 4.94 -1.03 -1.98
O 3.64 -1.22 -2.55
H 6.16 -2.07 -0.61
H 5.36 -3.08 -1.87
H 4.50 -2.41 -0.43
H 5.65 -0.80 -2.78
H 4.93 -0.17 -1.31
H 3.54 -0.69 -3.34
C 2.29 -2.71 2.45
C 2.48 -1.40 3.22
O 3.20 -0.48 2.39
H 1.73 -3.42 3.06
H 3.24 -3.12 2.12
H 1.66 -2.58 1.57
H 3.01 -1.61 4.15
H 1.52 -0.98 3.53
H 3.01 -0.65 1.46
C -2.45 -4.19 0.89
C -2.62 -4.03 2.42
C -1.19 -3.67 3.05
C -1.24 -3.01 4.42
C -2.13 -1.77 4.22
C -3.59 -2.06 3.75
N -3.60 -2.91 2.59
O -4.89 -3.28 2.08
C -4.35 -2.66 5.01
C -4.17 -0.68 3.34
C -3.24 -5.32 3.08
H -1.84 -5.07 0.70
H -2.13 -3.26 0.43
H -3.40 -4.34 0.38
H -0.56 -4.56 3.06
H -0.73 -2.89 2.44
H -0.23 -2.68 4.65
H -1.54 -3.67 5.23
H -1.61 -1.05 3.58
H -2.27 -1.22 5.15
H -3.75 -3.21 5.73
H -4.76 -1.84 5.61
H -5.24 -3.21 4.72
H -5.24 -0.67 3.13
H -3.98 0.17 3.99
H -3.84 -0.48 2.32
H -3.34 -5.30 4.16
H -2.69 -6.21 2.79
H -4.28 -5.51 2.79
H -4.91 -2.97 1.17
C 7.01 1.64 -1.53
O 5.64 2.20 -1.50
C 5.07 2.55 -0.29
C 3.57 2.27 -0.56
N 2.98 3.25 -1.53
C 1.59 2.96 -1.78
C 0.97 3.98 -2.80
O -0.44 4.16 -2.63
C -1.15 4.64 -3.76
H 7.24 1.05 -0.64
H 7.66 2.51 -1.55
H 7.08 1.11 -2.49
H 5.08 3.62 -0.09
H 5.54 2.00 0.52
H 3.08 2.49 0.39
H 3.38 1.23 -0.83
H 3.59 3.15 -2.34
H 1.08 2.90 -0.82
H 1.45 1.95 -2.14
H 1.09 3.71 -3.85
H 1.46 4.91 -2.53
H -2.17 4.84 -3.46
H -1.15 3.93 -4.58
H -0.65 5.58 -4.03
C 0.85 0.41 -8.68
O 1.15 0.37 -7.29
C 1.88 -0.79 -6.94
C 2.26 -0.86 -5.42
N 3.39 -0.09 -5.06
C 3.21 1.39 -5.03
C 4.49 2.01 -4.43
O 4.30 3.48 -4.38
C 5.52 4.15 -4.19
H 0.62 1.46 -8.86
H -0.06 -0.16 -8.86
H 1.55 0.12 -9.47
H 2.75 -0.90 -7.59
H 1.26 -1.64 -7.17
H 2.51 -1.90 -5.21
H 1.42 -0.58 -4.78
H 4.16 -0.34 -5.67
H 2.37 1.70 -4.42
H 3.03 1.71 -6.05
H 5.48 1.66 -4.76
H 4.47 1.83 -3.36
H 5.80 3.93 -3.16
H 5.33 5.22 -4.27
H 6.17 3.89 -5.03
C -1.06 -2.09 -4.16
O -1.97 -3.20 -4.29
C -2.02 -4.02 -3.09
C -3.29 -4.87 -3.12
N -3.51 -5.69 -4.32
C -4.90 -6.01 -4.51
C -4.97 -6.57 -5.97
O -4.97 -5.49 -6.94
C -4.98 -5.97 -8.33
H -1.07 -1.45 -5.04
H -0.03 -2.44 -4.03
H -1.26 -1.51 -3.26
H -1.96 -3.49 -2.14
H -1.20 -4.73 -3.13
H -4.02 -4.07 -3.02
H -3.32 -5.43 -2.19
H -3.25 -5.18 -5.16
H -5.55 -5.13 -4.48
H -5.26 -6.65 -3.70
H -5.87 -7.15 -6.19
H -4.18 -7.31 -6.13
H -4.99 -5.10 -8.99
H -5.76 -6.67 -8.62
H -4.01 -6.37 -8.61
C -4.56 3.88 6.90
O -3.27 3.66 6.42
C -3.31 2.76 5.35
C -1.93 2.28 4.92
N -1.34 1.31 5.85
C 0.08 1.13 5.46
C 0.79 0.13 6.43
O 1.21 0.81 7.69
C 0.30 0.82 8.74
H -4.51 4.69 7.64
H -4.97 3.02 7.42
H -5.29 4.13 6.13
H -3.64 3.30 4.46
H -3.94 1.88 5.46
H -1.28 3.16 4.87
H -2.03 1.93 3.90
H -1.38 1.66 6.80
H 0.64 2.06 5.52
H 0.11 0.86 4.40
H 1.66 -0.25 5.88
H 0.21 -0.78 6.51
H 0.50 -0.11 9.27
H -0.73 0.75 8.38
H 0.45 1.63 9.46
```

- Highest occupied orbital energy: -7.7 eV


[9]
Below is an isolated ion of composition C4H10N2 and charge +1, with properties calculated with ωB97M-V/def2-TZVPD.

```
16
Properties=species:S:1:pos:R:3
C 1.61 -0.57 0.82
C 0.65 0.53 0.48
C -0.78 0.12 0.26
C -1.50 0.69 -0.68
N -2.90 0.54 -0.83
N 2.18 -1.24 -0.31
H 1.08 -1.20 1.53
H 2.41 -0.11 1.39
H 0.38 1.06 1.39
H 1.05 1.34 -0.11
H -1.16 -0.83 0.78
H -1.20 1.55 -1.28
H -3.35 0.18 -0.10
H -3.21 0.09 -1.59
H 1.60 -1.04 -1.15
H 3.15 -1.13 -0.60
```

- Charge: +1
- Relative energy (zero: lowest compared OMol25 entry of this formula, charge and spin): 65.7 kcal/mol
- Highest occupied orbital energy (alpha / beta): -13.5 / -13.0 eV
- ⟨S²⟩: 0.760
- Spin multiplicity: 2


[10]
Below is a 4-piece molecular cluster, CH12N3O3 overall, with properties calculated with ωB97M-V/def2-TZVPD.

```
19
Properties=species:S:1:pos:R:3
N -1.09 -1.15 -1.61
C -0.82 -0.55 -0.44
N 0.11 -1.02 0.37
N -1.44 0.58 -0.13
H -0.55 -1.91 -1.96
H -2.01 -0.92 -1.97
H 0.23 -0.73 1.34
H 0.74 -1.75 0.07
H -1.32 0.94 0.80
H -2.24 0.88 -0.67
H 6.09 -0.12 0.94
H 6.69 1.29 0.76
O 6.19 0.61 0.31
H -4.87 0.39 -1.66
H -3.82 0.56 -2.72
O -3.94 0.18 -1.84
H 0.11 0.82 3.33
H 1.33 1.27 2.56
O 0.62 0.62 2.53
```

- Charge: +1
- Relative energy (zero: lowest compared OMol25 entry of this formula, charge and spin): 6.0 kcal/mol
- Highest occupied orbital energy: -13.5 eV